DFT (ωB97M-V/def2-TZVPD) results for a 2-piece molecular cluster, CH5ClNP overall.

Geometry (Å):
C: 0.4101 1.0092 0.6433
N: -1.1036 -0.9245 -0.5307
P: -0.1895 0.3734 -0.9899
Cl: 2.4478 -1.1871 -1.3814
H: 0.9199 0.2283 1.2595
H: -0.4716 1.1094 1.3595
H: 0.9782 1.8290 0.3725
H: -1.1292 -1.2459 0.4175
H: -1.8621 -1.1917 -1.1503

E_HOMO = -8.76 eV
DFT total energy = -897.36325 hartree
max |F| = 4.367 eV/A
orbital gap = 7.29 eV
total charge = 0
energy above the lowest of the compared OMol25 structures with the same formula, charge and spin = 1.897 eV